Here is a cluster of 2 separate species, C2H9NS2 in total from the Open Molecules 2025 dataset. Energies are from the ωB97M-V functional and the def2-TZVPD basis.

Geometry (Å):
C -1.18794 0.43525 -0.73213
C -1.15942 0.30846 0.79208
N -0.11965 -0.56142 1.38866
H -2.17864 0.82693 -1.18023
H -1.14065 -0.57985 -1.28178
H -0.31636 0.79348 -1.36212
H -2.07170 -0.20961 0.99305
H -1.32199 1.20988 1.36915
H 0.65723 -0.00467 1.63317
H -0.53149 -1.01410 2.18204
S 1.65500 -0.89187 -1.54511
S 2.85080 0.69625 -1.03964
H 2.65259 -1.73973 -1.41866
H 2.21222 0.73102 0.20153

Results
**HOMO-LUMO gap**: 9.523 eV
**Highest occupied orbital energy**: -0.3318 Eh
**F_max**: 3.5 eV/A
**ΔE to the lowest compared entry with this formula, charge and spin**: 32.8 kcal per mole
**SMILES string**: CCN.SS